ORCA calculation (ωB97M-V/def2-TZVPD) on 2 unconnected molecules or ions with the total composition C14H18FNO3 in a non-equilibrium geometry.

Geometry as ORCA input:
```
! wB97M-V def2-TZVPD RIJCOSX def2/J DEFGRID3
* xyz 0 1
C 4.33 -2.21 -0.85
C 3.45 -1.83 0.32
O 2.09 -1.96 0.00
C 1.30 -1.62 1.06
C -0.11 -1.72 0.78
C -1.12 -1.49 1.76
O -0.88 -1.23 2.93
C -2.58 -1.60 1.38
C -2.84 -2.42 0.11
C -1.90 -1.99 -1.02
C -0.44 -2.17 -0.61
O 1.77 -1.26 2.14
H 5.39 -2.10 -0.62
H 4.14 -3.24 -1.14
H 4.10 -1.58 -1.71
H 3.63 -2.46 1.20
H 3.60 -0.79 0.64
H -3.11 -2.03 2.24
H -2.98 -0.59 1.26
H -2.67 -3.48 0.33
H -3.89 -2.34 -0.20
H -2.12 -2.54 -1.95
H -2.07 -0.93 -1.25
H 0.22 -1.64 -1.31
H -0.15 -3.23 -0.71
F -0.33 1.41 0.08
N -0.46 2.72 -0.16
C -1.71 3.31 -0.05
C -1.85 4.65 -0.27
C -0.73 5.42 -0.61
C 0.52 4.81 -0.75
C 0.65 3.48 -0.53
H -2.55 2.68 0.18
H -2.81 5.12 -0.18
H -0.84 6.48 -0.78
H 1.37 5.40 -1.05
H 1.59 2.97 -0.66
*
```

Output
- Kohn-Sham gap (eV) = 2.265
- energy (hartree) = -924.4037
- energy relative to the best compared isomer or geometry (same formula, charge and spin) (kcal per mole) = 162.67

=====

ORCA calculation (ωB97M-V/def2-TZVPD) on 2 unconnected molecules or ions with the total composition C3H9N2S in a non-equilibrium geometry.

Geometry as ORCA input:
```
! wB97M-V def2-TZVPD RIJCOSX def2/J DEFGRID3
* xyz 1 1
C 1.76 2.08 -0.40
C -1.11 -2.47 1.10
C -0.75 0.38 0.53
N -0.49 0.07 -0.70
N 1.11 1.84 -1.48
S -1.12 -0.71 1.76
H 2.87 1.88 -0.47
H 1.36 2.17 0.62
H -2.18 -2.83 0.82
H -0.73 -3.13 1.87
H -0.89 1.46 0.92
H -0.41 0.89 -1.33
H -0.33 -0.87 -1.05
H 1.63 1.54 -2.32
H -0.72 -2.29 0.14
*
```

Output
- Kohn-Sham gap (eV) = 9.684
- energy (hartree) = -627.0785
- energy relative to the best compared isomer or geometry (same formula, charge and spin) (kcal per mole) = 57.46

=====

ORCA calculation (ωB97M-V/def2-TZVPD) on C4H12N2O in the gas phase.

Geometry as ORCA input:
```
! wB97M-V def2-TZVPD RIJCOSX def2/J DEFGRID3
* xyz 0 1
C -0.44 0.09 -0.75
C -0.39 -0.89 0.47
C -0.45 1.58 -0.37
C 0.92 -0.87 1.26
N 0.57 -0.21 -1.79
N -1.50 -0.68 1.42
O 1.85 0.30 -1.33
H 2.44 -0.46 -1.46
H 0.39 0.40 -2.60
H -1.41 -0.10 -1.24
H -0.52 -1.91 0.08
H -1.46 0.27 1.79
H -2.39 -0.76 0.92
H -0.38 2.21 -1.26
H 0.39 1.84 0.29
H -1.38 1.84 0.14
H 1.21 0.14 1.56
H 1.73 -1.31 0.68
H 0.83 -1.47 2.18
*
```

Output
- Kohn-Sham gap (eV) = 10.148
- energy (hartree) = -344.2951
- energy relative to the best compared isomer or geometry (same formula, charge and spin) (kcal per mole) = 56.45
- SMILES = C[C@@H](N)[C@@H](C)NO

=====

ORCA calculation (ωB97M-V/def2-TZVPD) on 2 unconnected molecules or ions with the total composition C26H24N6O2 in a non-equilibrium geometry.

Geometry as ORCA input:
```
! wB97M-V def2-TZVPD RIJCOSX def2/J DEFGRID3
* xyz 0 1
C -5.98 2.65 -0.35
O -4.60 2.55 -0.10
C -3.99 1.40 -0.63
C -2.63 1.22 -0.40
C -1.99 0.09 -0.91
C -2.73 -0.87 -1.64
C -4.09 -0.68 -1.88
C -4.70 0.43 -1.37
N -1.85 -1.88 -2.03
C -2.16 -3.04 -2.86
C -0.60 -1.59 -1.55
C -0.62 -0.37 -0.87
C 0.52 0.32 -0.40
C 1.81 -0.26 -0.34
C 2.12 -1.60 -0.08
N 3.47 -1.80 -0.22
C 4.18 -3.06 -0.01
C 4.08 -0.59 -0.60
C 3.07 0.39 -0.67
C 3.37 1.67 -1.12
C 4.67 1.98 -1.50
O 5.07 3.24 -1.99
C 4.05 4.20 -2.05
C 5.66 0.98 -1.41
C 5.39 -0.29 -0.98
H -6.35 3.57 0.10
H -6.16 2.69 -1.43
H -6.50 1.80 0.09
H -2.09 1.95 0.16
H -4.64 -1.40 -2.45
H -5.76 0.57 -1.55
H -3.22 -3.07 -3.12
H -1.58 -3.01 -3.78
H -1.91 -3.96 -2.33
H 0.28 -2.16 -1.78
H 0.42 1.38 -0.19
H 1.43 -2.37 0.21
H 5.24 -2.95 -0.23
H 4.07 -3.38 1.02
H 3.77 -3.83 -0.67
H 2.58 2.39 -1.22
H 4.49 5.14 -2.38
H 3.29 3.89 -2.76
H 3.62 4.34 -1.06
H 6.66 1.24 -1.73
H 6.14 -1.05 -0.97
C -1.86 -0.76 5.77
N -2.98 -0.11 5.50
C -3.10 0.38 4.27
N -2.28 0.31 3.24
C -1.15 -0.35 3.51
C -0.90 -0.91 4.79
N 0.32 -1.53 4.74
C 0.75 -1.33 3.51
N -0.08 -0.64 2.73
H -1.71 -1.17 6.75
H -4.02 0.91 4.08
H 1.71 -1.70 3.15
*
```

Output
- Kohn-Sham gap (eV) = 4.739
- energy (hartree) = -1484.1029
- energy relative to the best compared isomer or geometry (same formula, charge and spin) (kcal per mole) = 60.79

=====

ORCA calculation (ωB97M-V/def2-TZVPD) on a gas-phase ion, C5H9N2 (charge +1) in a non-equilibrium geometry.

Geometry as ORCA input:
```
! wB97M-V def2-TZVPD RIJCOSX def2/J DEFGRID3
* xyz 1 1
C -1.71 -0.63 -0.08
C -1.63 0.86 -0.27
C 1.26 -1.21 0.41
C 1.45 0.98 0.18
C 1.50 -0.23 -0.67
N -0.78 0.20 0.73
N 0.50 0.11 0.82
H -2.61 -0.91 0.61
H -1.44 -1.36 -0.86
H -1.38 1.42 -1.25
H -2.38 1.49 0.18
H 0.70 -2.17 0.15
H 2.07 -1.43 1.13
H 2.26 1.21 0.92
H 1.23 1.91 -0.42
H 0.94 -0.22 -1.57
*
```

Output
- Kohn-Sham gap (eV) = 8.548
- energy (hartree) = -304.9491
- energy relative to the best compared isomer or geometry (same formula, charge and spin) (kcal per mole) = 176.30
- SMILES = C1CN1[N@+]12C[C@@H]1C2

=====

ORCA calculation (ωB97M-V/def2-TZVPD) on C19H29F2N3O5S3 in the gas phase in a non-equilibrium geometry.

Geometry as ORCA input:
```
! wB97M-V def2-TZVPD RIJCOSX def2/J DEFGRID3
* xyz 0 1
C -3.05 -2.25 -1.60
C -2.79 -0.95 -1.57
C -1.40 -0.38 -1.40
C -1.29 0.84 -2.32
O -0.22 1.76 -2.00
S -0.06 2.33 -0.54
O -0.34 3.72 -0.52
O 1.25 1.93 -0.10
C -1.25 1.36 0.51
N -0.90 1.44 1.88
C -0.22 2.35 2.48
C 0.88 1.91 3.40
C -0.49 3.83 2.43
N -2.72 1.63 0.22
C -3.12 2.93 -0.23
O -3.00 3.97 0.29
F -3.77 2.82 -1.41
C -3.58 1.27 1.29
O -3.84 1.89 2.25
F -4.15 0.08 1.06
C -0.95 -0.10 0.06
C -1.35 -1.17 1.07
C -0.12 -1.77 1.79
C 0.31 -3.12 1.19
S 2.11 -3.28 0.98
C 2.28 -3.05 -0.80
S 1.44 -4.06 -1.79
N 3.16 -2.08 -1.19
C 3.26 -1.92 -2.65
C 2.14 -1.12 -3.31
C 3.03 -0.75 -0.52
C 3.83 -0.59 0.78
H -4.05 -2.59 -1.38
H -2.32 -3.00 -1.88
H -3.60 -0.24 -1.71
H -0.72 -1.15 -1.78
H -1.09 0.49 -3.33
H -2.23 1.39 -2.38
H 0.80 2.42 4.36
H 1.83 2.16 2.93
H 0.79 0.84 3.58
H 0.24 4.38 1.83
H -0.39 4.20 3.45
H -1.51 4.02 2.11
H 0.14 -0.12 0.03
H -1.85 -2.00 0.57
H -2.03 -0.82 1.85
H -0.39 -1.94 2.84
H 0.71 -1.06 1.83
H 0.05 -3.93 1.87
H -0.13 -3.30 0.21
H 4.18 -1.35 -2.81
H 3.41 -2.88 -3.14
H 1.15 -1.52 -3.07
H 2.19 -0.06 -3.06
H 2.26 -1.21 -4.39
H 1.98 -0.53 -0.38
H 3.42 -0.01 -1.21
H 4.09 -1.56 1.20
H 4.74 -0.02 0.61
H 3.22 -0.10 1.54
*
```

Output
- Kohn-Sham gap (eV) = 8.365
- energy (hartree) = -2676.0323
- SMILES = C=C[C@H]1COS(=O)(=O)[C@@](N=C(C)C)(N(C(=O)F)C(=O)F)[C@H]1CCCSC(=S)N(CC)CC

=====

ORCA calculation (ωB97M-V/def2-TZVPD) on 2 unconnected molecules or ions with the total composition CH3NO2S in a non-equilibrium geometry.

Geometry as ORCA input:
```
! wB97M-V def2-TZVPD RIJCOSX def2/J DEFGRID3
* xyz 0 1
C 0.80 -0.03 -0.54
N -0.53 -0.42 -0.92
O -1.19 0.28 -1.67
O -0.93 -1.52 -0.48
S -0.51 1.31 1.98
H 1.32 -0.77 0.09
H 1.38 0.91 -0.99
H -0.35 0.24 2.52
*
```

Output
- Kohn-Sham gap (spin up / spin down) (eV) = 6.052 / 6.045
- energy (hartree) = -643.0585
- energy relative to the best compared isomer or geometry (same formula, charge and spin) (kcal per mole) = 160.43

=====

ORCA calculation (ωB97M-V/def2-TZVPD) on a molecular structure, C27H30BrClN4O5PRuSTe.

Geometry as ORCA input:
```
! wB97M-V def2-TZVPD RIJCOSX def2/J DEFGRID3
* xyz 1 5
Ru -0.78 1.12 -0.33
O 0.20 -1.13 3.05
C 0.87 -0.20 3.78
C 1.24 -0.56 5.07
C 1.89 0.35 5.88
C 2.18 1.64 5.43
C 1.80 1.99 4.15
C 1.17 1.09 3.30
C 0.82 1.50 1.91
O -0.51 1.13 1.58
N 1.70 0.78 0.96
N 1.20 0.72 -0.32
C 1.88 0.27 -1.30
C 1.29 -0.01 -2.60
Br -0.57 0.43 -2.82
C 1.90 -0.65 -3.60
C 3.31 -1.04 -3.62
C 3.64 -2.35 -3.98
C 4.96 -2.76 -3.99
C 5.97 -1.86 -3.66
C 5.66 -0.55 -3.34
C 4.33 -0.14 -3.32
H -0.22 -0.73 2.27
H 1.00 -1.55 5.41
H 2.17 0.06 6.88
H 2.68 2.35 6.07
H 2.01 2.99 3.78
H 0.93 2.58 1.78
H 2.68 1.04 1.01
H 2.92 0.00 -1.17
H 1.29 -0.95 -4.45
H 2.85 -3.05 -4.23
H 5.21 -3.78 -4.25
H 7.01 -2.18 -3.68
H 6.44 0.16 -3.12
H 4.09 0.90 -3.11
Cl -0.29 3.43 -0.76
N -2.99 -1.57 -0.91
C -1.77 -2.13 -0.90
N -0.75 -1.66 -0.23
C 0.37 -2.49 -0.44
C 1.62 -2.34 0.16
C 2.64 -3.21 -0.19
C 2.43 -4.24 -1.11
C 1.19 -4.43 -1.68
C 0.17 -3.55 -1.33
S -1.49 -3.56 -1.86
H -3.12 -0.66 -0.50
H -3.69 -1.90 -1.56
H 1.77 -1.57 0.91
H 3.61 -3.10 0.28
H 3.24 -4.91 -1.35
H 1.01 -5.24 -2.36
C -4.87 5.09 0.64
C -3.61 4.36 0.26
O -3.24 3.42 1.33
P -3.47 1.89 1.22
O -2.83 1.26 -0.03
Te -2.77 0.86 3.27
O -5.03 1.74 1.07
C -5.65 0.47 0.72
C -5.97 0.43 -0.75
H -5.12 5.81 -0.14
H -4.73 5.63 1.58
H -5.71 4.40 0.75
H -2.75 5.02 0.17
H -3.71 3.80 -0.67
H -6.55 0.41 1.33
H -4.99 -0.35 1.02
H -6.65 1.23 -1.02
H -6.45 -0.52 -1.00
H -5.07 0.53 -1.35
*
```

Output
- Kohn-Sham gap (spin up / spin down) (eV) = 7.503 / 6.244
- expectation value of S² = 6.021
- energy (hartree) = -5778.6188
- energy relative to the best compared isomer or geometry (same formula, charge and spin) (kcal per mole) = 0.27

=====

ORCA calculation (ωB97M-V/def2-TZVPD) on 9 unconnected molecules or ions with the total composition C45H108F6N8O7P in a non-equilibrium geometry.

Geometry as ORCA input:
```
! wB97M-V def2-TZVPD RIJCOSX def2/J DEFGRID3
* xyz 5 1
O 27.60 29.97 -20.96
C 27.10 30.87 -20.11
O 27.41 30.89 -18.87
O 26.34 31.71 -20.62
H 27.10 30.38 -21.67
C 21.48 29.02 -17.77
C 21.75 27.58 -18.07
C 23.18 27.26 -17.61
N 23.86 26.00 -18.19
C 23.11 24.74 -17.55
C 23.77 23.43 -17.97
C 23.81 23.35 -19.49
C 24.42 24.49 -20.31
C 23.98 25.86 -19.75
C 25.31 26.13 -17.60
H 22.07 29.69 -18.39
H 21.72 29.23 -16.73
H 20.41 29.17 -17.95
H 21.59 27.45 -19.14
H 21.07 26.83 -17.65
H 23.14 27.13 -16.53
H 23.76 28.13 -17.92
H 22.12 24.67 -18.01
H 23.08 24.96 -16.49
H 23.16 22.63 -17.55
H 24.76 23.30 -17.53
H 22.74 23.18 -19.63
H 24.16 22.38 -19.84
H 23.97 24.39 -21.30
H 25.48 24.24 -20.34
H 22.96 26.11 -20.04
H 24.64 26.61 -20.18
H 25.07 26.08 -16.54
H 25.72 27.08 -17.93
H 25.78 25.20 -17.91
C 32.05 27.10 -18.66
C 32.41 27.08 -20.09
C 31.56 26.07 -20.87
N 31.71 25.99 -22.38
C 33.01 25.20 -22.68
C 32.89 23.69 -22.39
C 31.69 23.05 -23.02
C 30.34 23.71 -22.61
C 30.37 25.22 -22.95
C 31.76 27.38 -23.08
H 32.51 27.93 -18.12
H 32.16 26.20 -18.06
H 30.98 27.31 -18.69
H 33.44 26.72 -20.08
H 32.37 28.04 -20.61
H 30.55 26.44 -20.68
H 31.66 25.07 -20.44
H 33.88 25.62 -22.18
H 33.11 25.33 -23.76
H 32.84 23.42 -21.34
H 33.77 23.16 -22.74
H 31.64 22.03 -22.66
H 31.63 22.96 -24.11
H 30.18 23.48 -21.56
H 29.49 23.12 -22.97
H 29.51 25.70 -22.49
H 30.33 25.35 -24.03
H 30.85 27.92 -22.82
H 31.88 27.22 -24.15
H 32.66 27.86 -22.67
C 25.89 35.79 -14.74
N 24.61 35.87 -15.60
C 24.51 37.27 -16.21
C 24.74 34.93 -16.78
C 23.33 35.67 -14.78
C 23.33 34.35 -13.98
O 23.80 34.60 -12.67
H 26.04 34.71 -14.81
H 25.88 36.19 -13.73
H 26.65 36.21 -15.40
H 24.60 38.12 -15.54
H 23.54 37.36 -16.72
H 25.30 37.42 -16.94
H 23.81 35.04 -17.34
H 24.84 33.97 -16.28
H 25.58 35.18 -17.43
H 22.50 35.67 -15.48
H 23.08 36.54 -14.17
H 23.90 33.56 -14.47
H 22.31 33.96 -13.96
H 23.39 33.93 -12.12
C 28.23 27.30 -9.79
N 28.80 26.55 -11.04
C 29.90 25.57 -10.65
C 27.69 25.68 -11.73
C 29.51 27.57 -12.00
C 28.77 28.78 -12.52
O 27.86 28.45 -13.53
H 27.41 27.91 -10.18
H 28.94 27.93 -9.25
H 27.77 26.54 -9.15
H 30.41 25.16 -11.53
H 29.50 24.82 -9.97
H 30.68 26.05 -10.06
H 27.52 24.90 -10.99
H 28.16 25.42 -12.68
H 26.74 26.18 -11.91
H 29.91 26.96 -12.82
H 30.31 28.05 -11.43
H 29.45 29.57 -12.82
H 28.12 29.27 -11.80
H 27.81 29.16 -14.17
C 17.94 33.61 -24.05
N 18.05 32.88 -22.69
C 18.38 33.95 -21.61
C 16.70 32.24 -22.29
C 19.19 31.78 -22.72
C 20.61 32.21 -23.00
O 21.14 32.91 -21.79
H 17.04 34.22 -24.00
H 17.81 32.82 -24.80
H 18.81 34.23 -24.23
H 17.56 34.66 -21.62
H 19.31 34.41 -21.94
H 18.68 33.53 -20.65
H 16.78 31.86 -21.28
H 16.50 31.48 -23.05
H 16.01 33.07 -22.35
H 18.87 31.06 -23.48
H 19.08 31.34 -21.73
H 20.78 32.75 -23.93
H 21.15 31.29 -23.18
H 22.10 32.93 -21.75
C 34.66 34.10 -19.68
N 34.37 35.00 -18.43
C 34.62 34.18 -17.14
C 35.33 36.17 -18.53
C 32.97 35.60 -18.50
C 31.82 34.61 -18.69
O 31.57 33.77 -17.57
H 34.19 33.11 -19.69
H 35.73 33.91 -19.69
H 34.33 34.60 -20.59
H 34.38 34.72 -16.23
H 35.68 33.96 -17.26
H 34.02 33.27 -17.17
H 36.32 35.75 -18.41
H 35.20 36.87 -17.70
H 35.28 36.54 -19.55
H 32.95 36.35 -19.29
H 32.84 36.06 -17.52
H 31.95 33.99 -19.57
H 30.90 35.18 -18.76
H 30.83 33.15 -17.56
C 24.85 38.09 -29.22
C 24.80 38.31 -27.74
N 25.48 37.40 -26.86
C 25.47 36.02 -26.85
C 26.18 35.49 -25.80
N 26.67 36.58 -25.13
C 26.18 37.75 -25.76
C 27.44 36.52 -23.88
H 24.29 37.19 -29.48
H 25.83 38.13 -29.71
H 24.19 38.83 -29.67
H 23.79 38.31 -27.34
H 25.20 39.32 -27.71
H 24.85 35.57 -27.61
H 26.35 34.50 -25.40
H 26.22 38.75 -25.35
H 28.46 36.78 -24.19
H 27.42 35.48 -23.57
H 26.95 37.18 -23.16
P 25.50 28.87 -27.10
F 25.17 28.12 -28.54
F 26.18 27.47 -26.62
F 27.01 29.30 -27.73
F 25.82 29.51 -25.69
F 24.70 30.22 -27.62
F 24.00 28.33 -26.68
*
```

Output
- Kohn-Sham gap (eV) = 6.460
- energy (hartree) = -3682.9645

=====

ORCA calculation (ωB97M-V/def2-TZVPD) on C2H3NOS in the gas phase in a non-equilibrium geometry.

Geometry as ORCA input:
```
! wB97M-V def2-TZVPD RIJCOSX def2/J DEFGRID3
* xyz 0 1
C 0.03 1.06 0.01
C -0.19 -1.35 0.01
H -0.25 2.21 -0.14
H 0.19 1.15 1.10
H -0.74 -2.22 0.40
N 1.02 -1.03 -0.34
O 1.16 0.29 -0.56
S -1.22 -0.12 -0.47
*
```

Output
- Kohn-Sham gap (eV) = 9.427
- energy (hartree) = -606.0575
- energy relative to the best compared isomer or geometry (same formula, charge and spin) (kcal per mole) = 81.49
- SMILES = C1=NOCS1